ORCA calculation (ωB97M-V/def2-TZVPD) on the ion C2H2N2OP with charge +1 at a distorted geometry.

```
8
Properties=species:S:1:pos:R:3:forces:R:3:lowdin_charge:R:1
C 1.0431 0.2226 -0.3354 3.095 0.124 0.351 -0.202
C 0.4542 0.0624 -1.4677 -0.673 -0.227 0.701 0.200
N 0.4233 0.6051 0.9102 -1.875 -1.409 -0.095 0.191
N -0.7046 0.0791 0.9485 4.427 2.525 1.634 -0.489
O -1.5622 -0.0175 2.0325 -0.276 0.101 -0.981 -0.160
P -2.0080 -0.7103 0.4786 -2.686 -1.577 -0.275 1.230
H 2.1953 0.0682 -0.1614 -2.152 0.418 -0.374 0.172
H 0.1589 -0.3097 -2.4054 0.140 0.045 -0.960 0.059
```
Forces are in eV/Å.

The calculation puts the HOMO energy (alpha / beta) at -14.47 / -14.99 eV. The total charge is +1. The energy relative to the best compared isomer or geometry (same formula, charge and spin) comes out at 5.600 eV. The calculation puts the molar mass at 101.025 g mol⁻¹.



ORCA calculation (ωB97M-V/def2-TZVPD) on an isolated molecule of C2H2N2OS at a distorted geometry.

```
8
Properties=species:S:1:pos:R:3:forces:R:3:lowdin_charge:R:1
C -0.8501 1.1218 -0.0247 0.898 -3.674 -0.235 -0.426
C 0.0824 -1.1151 0.0966 -2.110 1.601 -0.615 -0.337
N 0.4265 1.1589 0.0107 1.042 0.474 -0.350 0.079
N 0.9628 -0.1022 -0.0390 -1.224 -2.603 1.002 -0.398
O 2.1604 -0.3455 -0.1150 1.690 0.872 -0.060 -0.040
S -1.5194 -0.4804 -0.0883 0.404 0.454 0.595 0.994
H -1.4328 1.9435 -0.0915 -1.670 2.545 -0.079 0.040
H 0.1702 -2.1810 0.2511 0.969 0.331 -0.259 0.088
```
Forces are in eV/Å.

The calculation puts the HOMO energy (alpha / beta) at -8.68 / -8.68 eV. The energy relative to the best compared isomer or geometry (same formula, charge and spin) comes out at 3.023 eV. The calculation puts the molar mass at 102.118 g mol⁻¹.



ORCA calculation (ωB97M-V/def2-TZVPD) on a cluster of 2 separate species, C2H2N2OS in total at a distorted geometry.

```
8
Properties=species:S:1:pos:R:3:forces:R:3:lowdin_charge:R:1
N -3.0883 1.5959 0.6687 3.120 2.737 2.107 0.234
N -3.8200 0.9444 0.1994 -0.254 -0.249 -0.313 -0.337
O -4.5796 0.2699 -0.3149 -2.856 -2.519 -1.807 0.114
C -0.0133 -0.3676 -0.1585 -1.689 1.281 1.856 -0.088
C -0.8302 -1.3568 -0.4089 -0.065 0.442 -0.643 -0.774
S -1.8646 -2.4117 -0.9185 0.343 0.148 0.437 0.739
H 0.9626 -0.2675 -0.5087 1.448 -0.372 -0.779 0.031
H -0.2898 0.5097 0.5145 -0.047 -1.469 -0.859 0.082
```
Forces are in eV/Å.

The calculation puts the HOMO energy at -8.73 eV. Its structure (SMILES) is N#[N+][O-].C=C=S. The energy relative to the best compared isomer or geometry (same formula, charge and spin) comes out at 3.285 eV. The calculation puts the molar mass at 102.118 g mol⁻¹.